C2H4I2S | ωB97M-V with the def2-TZVPD basis set

Values from the calculation:
- HOMO level: -0.32310 Eh
- Relative energy (zero: lowest compared OMol25 entry of this formula, charge and spin): 1.429 eV
- Lowest unoccupied orbital energy: -0.111 eV
- Net charge: 0
- DFT total energy: -29173.1888 eV

```
9
Properties=species:S:1:pos:R:3:lowdin_charge:R:1
C -0.74931 0.50559 0.25787 -0.578
C 1.07473 0.06198 -0.51595 -1.321
S -1.91626 -0.81110 -0.24755 0.585
I 2.52612 1.41333 0.18277 0.679
I 1.29872 -1.91417 0.17912 0.725
H -0.76278 0.57113 1.33389 0.019
H -0.91371 1.50490 -0.29601 0.062
H 1.04023 0.27470 -1.66967 0.017
H -1.59774 -1.60637 0.77554 -0.188
```